C6H10N2O | the ωB97M-V functional and the def2-TZVPD basis

E ... -11408.4432 eV
E_LUMO ... 0.772 eV
2S+1 ... 1
Orbital gap ... 7.8 eV
HOMO energy ... -7.003 eV
ΔE to the lowest compared entry with this formula, charge and spin ... 84.0 kcal per mole
SMILES string ... C=C(N)C(=C)/C(O)=C/N

Last column: natural (NBO) charge in e.
Positions of all 19 atoms, in Å:
H  0.76  1.63  -1.43  0.38
H  2.43  -0.26  1.71  0.20
H  -3.83  0.51  -0.81  0.38
C  0.26  -0.85  0.30  -0.08
N  -3.12  0.44  -0.10  -0.80
C  -0.78  0.14  0.32  0.13
C  0.41  -2.12  -0.04  -0.35
N  1.34  0.81  -1.30  -0.85
C  1.35  0.25  -0.03  0.16
H  1.34  -2.48  -0.47  0.21
H  3.31  0.81  0.52  0.19
O  -0.85  1.16  1.28  -0.71
H  2.26  1.01  -1.67  0.37
H  -1.83  -0.67  -1.32  0.20
H  -0.33  -2.86  0.22  0.20
H  -0.15  0.98  1.92  0.49
C  -1.88  0.00  -0.48  -0.04
H  -3.10  1.19  0.59  0.39
C  2.41  0.29  0.79  -0.48

C2H2FNO2 | the ωB97M-V functional and the def2-TZVPD basis

E ... -10404.7674 eV
E_LUMO ... -1.114 eV
2S+1 ... 1
Orbital gap ... 8.3 eV
HOMO energy ... -9.454 eV
ΔE to the lowest compared entry with this formula, charge and spin ... 101.8 kcal per mole
SMILES string ... C=C=O.O=NF

Last column: natural (NBO) charge in e.
Positions of all 8 atoms, in Å:
C  1.24  -0.57  0.14  -0.79
H  1.65  -1.52  -0.06  0.26
N  -2.22  0.15  0.04  0.50
C  2.05  0.47  0.28  0.72
O  -2.97  -0.69  0.10  -0.14
F  -2.50  1.01  -1.16  -0.35
H  0.12  -0.35  0.25  0.26
O  2.62  1.49  0.40  -0.46

C26H76N4O10 | the ωB97M-V functional and the def2-TZVPD basis

E ... -54625.0261 eV
E_LUMO ... 0.540 eV
2S+1 ... 1
Orbital gap ... 9.4 eV
HOMO energy ... -8.879 eV
ΔE to the lowest compared entry with this formula, charge and spin ... 5.6 kcal per mole
SMILES string ... COC[C@H](C)N.COC[C@H](C)N.COC[C@H](C)N.COC[C@H](C)N.CCO.CCO.CCO.CCO.CO.CO

Last column: Mulliken charge in e.
Positions of all 116 atoms, in Å:
N  2.38  -1.98  3.22  -0.70
O  -4.58  -1.20  1.98  -0.48
H  7.14  0.24  -3.49  0.24
H  2.97  1.53  -1.32  0.23
H  1.43  -4.17  1.69  0.56
H  0.84  1.07  -5.68  0.46
N  -1.03  2.61  -2.12  -0.33
H  8.23  -0.30  -2.43  0.28
O  -0.43  -0.86  5.02  -0.48
C  -0.32  -0.61  -0.65  1.36
H  6.38  -0.66  -0.08  0.27
H  4.70  2.60  -0.14  0.30
H  0.98  -3.16  0.40  0.03
H  -0.13  -1.68  -0.59  -1.14
H  -1.33  -1.95  -2.83  0.27
H  5.94  -2.30  -0.45  0.20
C  0.24  0.44  -5.03  -0.74
H  0.45  0.70  -3.99  -0.04
H  -1.30  2.31  -3.04  0.12
H  -0.48  3.51  3.50  0.33
H  3.92  -3.14  1.44  0.48
H  -1.44  -2.93  0.68  -0.06
H  -1.66  3.46  0.39  -0.21
H  -0.30  0.02  1.43  -1.15
O  -1.11  -0.32  -1.80  0.15
H  2.69  -1.64  -3.96  0.36
H  -0.11  2.98  -2.28  0.20
H  -0.52  -5.46  -1.64  0.33
H  -4.10  3.90  -1.63  0.47
C  -0.92  0.07  0.53  2.67
O  -1.35  -2.73  -3.39  -0.60
C  -2.34  5.89  1.18  -0.55
C  3.44  -2.21  1.13  -1.64
H  -1.13  1.12  0.32  -0.95
H  -1.43  1.35  3.92  -1.18
H  -3.56  2.44  -0.85  -0.18
H  1.12  3.01  4.17  0.52
C  0.32  0.22  4.44  -0.18
H  -6.18  -0.08  1.48  0.32
C  -3.38  3.09  -1.71  -1.15
H  -2.05  -4.54  -1.75  0.27
O  -2.64  5.30  -0.05  -0.37
H  -1.72  6.79  1.06  0.31
H  -0.96  1.33  6.23  0.31
H  -1.01  0.61  -2.03  -0.21
H  0.28  2.32  6.14  0.32
H  0.60  2.35  2.63  0.10
H  7.02  -1.99  -2.78  0.31
C  -0.42  -3.63  -2.85  0.80
H  -6.23  -1.75  1.03  0.36
H  1.72  -1.07  1.52  -1.11
H  1.27  0.32  4.96  0.30
H  4.14  -1.37  1.14  0.38
C  6.61  -1.49  -0.74  -1.35
H  -3.91  1.58  4.21  0.28
H  2.58  -3.23  -3.24  0.23
H  0.13  -3.17  -2.03  -0.57
C  -3.64  2.07  2.27  0.43
H  2.98  -2.73  3.50  0.32
O  -3.95  1.17  3.34  -0.64
H  -3.26  6.28  1.60  0.25
H  -3.55  2.54  -2.63  0.40
N  7.26  -0.04  -2.53  -0.76
H  -4.47  0.30  -0.45  -0.33
O  -0.10  -3.12  2.21  -0.27
H  7.65  -1.75  -0.51  0.46
C  6.51  -1.20  -2.22  0.49
H  -2.65  2.55  2.27  -0.17
N  -0.61  2.12  5.71  -0.82
H  -3.65  1.52  1.33  -0.52
C  2.93  -2.21  -3.06  -0.34
H  -1.57  0.45  -6.23  0.49
C  2.09  -2.05  1.82  2.21
O  4.30  -2.30  -2.74  -0.50
H  -2.03  -3.46  2.17  0.23
H  -1.85  -0.11  -4.59  0.17
H  -4.38  -0.42  2.50  0.25
C  1.09  -3.15  1.48  -0.67
C  -0.47  1.55  4.39  2.20
H  4.42  -0.51  -1.86  -0.22
H  -1.54  -5.52  -3.07  0.37
H  1.53  -2.13  3.75  0.22
C  -1.98  3.66  -1.74  0.03
H  3.25  0.64  0.21  -0.22
H  -5.90  -0.47  -1.12  0.47
O  3.82  2.63  0.23  -0.60
H  1.96  1.79  0.11  0.02
H  2.42  -1.79  -2.20  0.00
C  -1.68  -1.22  4.40  -0.21
H  0.50  0.01  3.39  -0.46
H  0.67  -0.17  -0.72  -0.29
H  -1.83  5.22  1.86  0.14
H  0.54  -0.57  -5.32  0.28
C  -1.28  0.61  -5.19  -0.35
C  -5.10  -0.59  -0.39  -0.10
C  2.98  1.60  -0.23  0.25
H  -1.23  -4.64  1.15  0.38
H  -4.43  2.82  2.27  0.50
H  -4.48  -1.46  -0.61  0.07
C  -1.18  -3.60  1.50  -0.39
H  -1.67  -0.99  3.33  -0.16
H  -2.46  2.17  -5.24  0.28
C  -1.70  4.25  -0.36  -0.13
C  -5.58  -0.87  1.03  -0.52
C  -1.16  -4.86  -2.29  -1.28
H  -1.87  4.40  -2.54  0.55
C  5.00  -1.04  -2.63  -0.12
H  -1.89  -0.34  0.82  -0.13
H  3.19  -2.38  0.08  0.14
H  -2.53  -0.78  4.93  0.26
H  0.27  -3.85  -3.67  0.34
H  -0.73  4.73  -0.44  0.44
H  -1.83  -2.30  4.50  0.36
O  -1.61  1.92  -4.88  -0.63
H  4.76  -0.59  -3.59  0.45
C  0.25  2.70  3.60  -1.36

C10H32ClO14 | the ωB97M-V functional and the def2-TZVPD basis

Charge ... -1
E ... -52069.2147 eV
E_LUMO ... 2.656 eV
2S+1 ... 1
Orbital gap ... 10.3 eV
HOMO energy ... -7.644 eV
ΔE to the lowest compared entry with this formula, charge and spin ... 10.5 kcal per mole

Last column: natural (NBO) charge in e.
Positions of all 57 atoms, in Å:
H  -2.58  3.11  1.85  0.17
C  -0.18  5.08  -0.38  -0.25
O  -4.49  -2.89  5.11  -0.62
H  -2.53  -3.03  1.50  0.18
H  2.03  2.76  -4.53  0.17
O  -3.05  1.09  1.43  -0.75
H  -4.30  2.61  1.66  0.17
C  -3.28  2.49  1.30  -0.24
H  4.04  0.58  1.99  0.17
O  0.01  1.24  -0.52  -0.90
H  1.21  3.53  -3.27  0.16
O  0.15  4.37  0.78  -0.72
H  0.19  -1.16  -3.96  0.17
H  3.03  -1.82  0.87  0.49
C  1.15  2.65  -3.90  -0.26
H  0.24  3.44  0.57  0.49
H  -0.72  2.34  -4.31  0.47
O  -0.99  -0.80  -0.23  -0.91
H  5.64  -2.89  0.80  0.17
C  -1.79  -2.08  3.20  0.07
H  -0.43  -2.71  -4.41  0.14
H  0.61  5.30  -1.11  0.15
O  -2.10  -3.23  -1.69  -0.96
H  -2.32  0.78  0.89  0.49
O  1.09  -0.38  0.78  -0.90
H  -0.42  6.10  -0.06  0.16
O  0.99  -0.66  -1.53  -0.84
H  -1.45  -1.05  3.09  0.19
H  -1.89  -1.60  -3.10  0.49
H  -1.06  4.80  -0.96  0.16
H  4.53  -3.17  -0.62  0.16
H  -0.48  -1.33  -5.52  0.17
C  -0.48  -2.91  2.93  -0.64
C  -2.93  -2.23  2.12  -0.10
H  -0.02  -2.27  2.17  0.24
C  4.72  -2.60  0.29  -0.25
O  3.61  -2.53  1.17  -0.74
C  -3.67  -2.68  4.20  0.97
H  -1.30  -3.73  -1.85  0.47
H  -1.85  -2.59  -1.01  0.49
H  -3.11  -1.30  1.59  0.22
H  0.18  -3.09  3.77  0.22
O  -1.87  -1.24  -3.99  -0.73
H  -0.70  -3.91  2.55  0.19
H  5.03  -1.58  0.03  0.16
C  4.35  1.46  1.42  -0.24
O  -2.38  -2.46  4.39  -0.47
H  1.20  1.76  -3.27  0.19
H  4.84  1.16  0.50  0.14
O  3.28  2.31  1.23  -0.72
O  0.04  2.61  -4.84  -0.73
O  -4.03  -2.61  2.90  -0.48
Cl  0.29  -0.17  -0.42  2.57
H  -3.20  2.86  0.28  0.16
C  -0.63  -1.64  -4.49  -0.25
H  2.60  1.85  0.73  0.48
H  5.13  2.05  1.89  0.17

Question: Look up the 2S+1 of the fourth one.
Answer: 1